# 1
Density functional theory data (the ωB97M-V functional and the def2-TZVPD basis) for C15H20Cl2F2NO27PdS2 as an isolated structure in a non-equilibrium geometry.

Values from the calculation:
spin multiplicity	3
LUMO (spin up / spin down)	1.37 / -0.51	eV
net charge	-1

```
70
Properties=species:S:1:pos:R:3:forces:R:3
Pd -0.152 0.356 -0.888 -1.178 1.043 -0.282
Cl -0.756 0.850 -6.182 4.457 1.963 -1.429
O -1.018 -0.233 -5.253 -1.237 0.797 0.361
O 0.037 0.290 -7.248 -0.068 -1.201 -0.776
O -1.835 1.554 -6.794 -2.628 -0.749 0.380
O 0.086 1.914 -5.635 -0.712 -0.987 1.427
Cl -0.464 3.955 -2.015 0.960 2.005 1.279
O 0.169 4.225 -0.753 1.142 0.393 1.153
O 0.381 4.302 -3.101 -0.544 0.604 -0.079
O -0.695 2.564 -2.041 -0.784 -4.570 -0.197
O -1.726 4.619 -1.945 -0.729 0.526 -1.122
N 1.624 0.143 -1.955 2.951 3.553 0.107
S 2.721 1.282 -2.537 2.014 6.793 0.547
O 2.301 2.065 -3.674 0.832 -2.161 1.440
O 4.151 1.005 -2.258 -3.131 -0.739 -0.945
F 2.438 2.340 -1.381 -0.332 -0.252 0.827
S 2.172 -0.913 -2.909 -0.599 -10.051 -4.181
O 3.058 -1.993 -2.379 -1.424 3.390 -0.939
O 2.274 -0.594 -4.343 0.501 0.041 3.408
F 0.755 -1.674 -2.816 -0.237 -0.800 -0.400
C -4.366 -3.254 -2.137 -0.294 -0.793 0.474
C -4.295 -2.701 -3.511 0.812 0.252 -1.609
O -3.429 -1.581 -3.333 0.339 0.871 -0.010
C -2.821 -1.669 -2.136 0.542 2.015 -2.082
O -1.973 -0.952 -1.708 0.875 0.797 -0.115
O -3.291 -2.645 -1.471 -0.524 -1.870 2.659
H -4.063 -4.297 -2.050 -1.255 -0.241 -0.133
H -5.303 -2.902 -1.706 0.005 -0.728 0.583
H -5.237 -2.370 -3.947 0.058 0.054 0.237
H -3.806 -3.362 -4.226 -0.043 -0.094 -0.040
C -0.326 -2.278 4.132 -0.117 1.757 -1.840
C 0.757 -1.180 3.960 0.748 -0.254 -0.809
O 1.800 -1.559 4.882 -1.159 -0.687 1.406
C 1.334 -2.644 5.598 2.522 -1.671 0.178
O 1.981 -3.348 6.350 -0.890 2.026 -0.843
O 0.143 -3.020 5.161 -0.028 -1.329 2.558
H -0.396 -2.986 3.306 -0.496 0.702 -0.336
H -1.249 -1.767 4.404 -0.283 -0.468 -0.248
H 0.358 -0.181 4.140 0.226 -0.031 0.291
H 1.306 -1.177 3.019 -0.636 0.084 -0.371
C 1.766 -4.519 1.706 2.092 -1.100 -0.494
C 2.639 -4.237 0.495 1.017 -2.278 1.150
O 2.286 -2.945 0.129 -1.249 0.768 0.132
C 0.999 -2.691 0.618 1.423 2.821 -4.561
O 0.356 -1.722 0.113 1.569 -4.205 3.410
O 0.712 -3.670 1.447 -3.657 1.489 1.026
H 2.310 -4.304 2.626 -0.497 0.346 0.292
H 1.472 -5.569 1.691 -0.458 0.255 0.265
H 2.495 -5.078 -0.184 -0.724 0.799 -1.190
H 3.676 -4.445 0.759 0.315 1.216 0.016
C 2.530 3.393 2.819 0.525 0.351 1.366
C 3.637 2.477 2.306 1.868 0.814 2.002
O 2.971 1.559 1.607 -4.287 -3.456 -3.152
C 1.621 1.759 1.558 -0.785 0.897 -0.296
O 0.745 1.026 1.081 2.622 1.714 1.176
O 1.321 2.967 2.187 0.861 -1.841 -1.297
H 2.750 4.458 2.755 -0.499 -0.100 -0.460
H 2.401 3.121 3.866 -0.038 0.450 0.192
H 4.068 1.895 3.121 0.198 0.438 0.573
H 4.522 2.792 1.753 -0.513 0.882 -0.370
C -2.366 3.718 2.241 -0.026 3.547 1.145
C -3.511 4.012 1.316 0.890 1.196 -0.421
O -3.335 2.983 0.342 -0.551 0.040 -0.452
C -2.502 2.084 0.817 0.230 -2.707 -2.164
O -2.168 1.072 0.153 -0.490 2.641 2.515
O -2.194 2.388 2.088 1.267 -3.588 0.042
H -2.620 4.101 3.230 -0.169 -0.990 0.491
H -1.422 4.233 2.060 -0.001 0.098 -0.825
H -3.339 4.976 0.837 -0.416 -0.108 -0.198
H -4.463 3.985 1.847 -0.178 -0.379 -0.444
```
Positions in Å, forces in eV/Å.

# 2
Density functional theory data (the ωB97M-V functional and the def2-TZVPD basis) for a 2-piece molecular cluster, C5H7NO overall.

Values from the calculation:
LUMO (spin up / spin down)	-0.55 / -0.55	eV

```
14
Properties=species:S:1:pos:R:3:forces:R:3
C 2.107 0.464 0.807 -0.048 -0.097 0.014
N 1.490 -0.656 0.795 0.038 0.284 -0.028
C 0.248 -0.615 0.205 0.094 -0.025 0.081
O -0.448 -1.744 0.051 0.118 0.061 0.111
C -1.471 -0.879 -0.545 -0.386 -0.027 -0.213
C -1.955 0.210 0.342 -0.288 -0.166 0.144
C -0.610 0.347 -0.357 0.255 0.108 -0.021
H 1.693 1.376 0.368 0.023 -0.159 -0.033
H 3.087 0.514 1.281 -0.146 -0.046 0.008
H 1.727 1.705 -2.030 -0.043 -0.015 -0.041
H -1.932 -1.273 -1.443 0.065 0.122 0.122
H -2.001 0.075 1.422 0.036 -0.016 -0.144
H -2.779 0.790 -0.072 0.164 -0.091 0.071
H 1.059 1.455 -1.800 0.118 0.066 -0.072
```
Positions in Å, forces in eV/Å.

# 3
Density functional theory data (the ωB97M-V functional and the def2-TZVPD basis) for C12H11Br3ClIO4Pd as an isolated structure in a non-equilibrium geometry.

Values from the calculation:
LUMO	-12.18	eV
net charge	+2

```
33
Properties=species:S:1:pos:R:3:forces:R:3
C -0.661 3.911 1.298 -0.861 -0.711 1.585
C -0.626 2.406 1.004 0.322 0.901 -1.382
Br -0.897 1.275 2.547 0.729 -0.506 -0.495
C -0.427 1.901 -0.236 -0.175 -0.510 0.721
Br -0.152 3.275 -1.566 0.164 -0.969 0.587
C -0.372 0.408 -0.657 0.497 0.125 -2.329
C -0.570 0.328 -2.255 -0.600 -1.737 0.205
C -2.023 0.599 -2.714 0.942 -2.012 -0.055
O -2.501 1.633 -2.875 -0.863 2.598 -0.159
Br -3.151 -0.977 -3.108 0.643 -0.011 0.181
C -1.454 -0.585 -0.166 4.421 0.172 -0.054
O -2.556 -0.457 0.102 -3.162 0.362 0.715
O -0.801 -1.849 -0.029 0.069 0.261 1.265
C 0.610 -1.870 -0.216 -1.102 -0.400 -0.592
Cl 0.765 -3.062 -1.598 0.503 0.807 0.038
C 1.324 -2.638 0.956 -1.744 -0.152 0.532
C 0.238 -3.426 1.886 -0.097 -1.200 -0.319
O 0.133 -3.035 3.087 0.307 -0.429 -1.967
I -0.958 -5.015 1.216 0.946 0.920 0.500
C 1.004 -0.374 -0.520 1.067 0.262 -0.309
C 2.164 0.296 0.282 0.108 -0.727 -0.397
H -1.150 4.029 2.286 0.357 0.144 -0.430
H -1.313 4.448 0.591 0.504 -0.327 0.102
H 0.344 4.352 1.380 -0.341 -0.219 -0.314
H -0.373 -0.734 -2.505 -0.161 0.546 0.002
H 0.191 0.907 -2.798 -0.567 0.163 0.331
H 1.940 -3.455 0.525 0.129 0.496 0.615
H 1.953 -1.981 1.634 0.184 -0.444 -0.651
H 1.464 -0.474 -1.521 -0.500 0.368 0.341
H 2.194 1.386 0.117 -0.272 -0.479 0.292
H 3.106 -0.080 -0.164 -0.351 0.105 0.483
H 2.198 0.045 1.361 -0.045 0.517 -0.305
Pd 0.357 -1.191 2.654 -1.053 2.087 1.263
```
Positions in Å, forces in eV/Å.

# 4
Density functional theory data (the ωB97M-V functional and the def2-TZVPD basis) for a 2-piece molecular cluster, C4H10INO2 overall in a non-equilibrium geometry.

Values from the calculation:
LUMO (spin up / spin down)	0.53 / 0.52	eV

```
18
Properties=species:S:1:pos:R:3:forces:R:3
C -0.535 -0.739 1.907 -1.817 0.778 0.162
C -0.192 -1.981 -0.832 -2.102 2.998 -2.485
C 0.219 3.109 -0.769 2.219 0.958 -1.390
C -0.552 -0.049 0.583 1.458 3.079 -0.281
N 0.705 1.734 1.001 -0.765 -3.542 0.038
O 0.103 -0.580 -0.476 -0.579 -0.932 0.028
O -0.024 2.780 0.561 0.499 1.130 0.479
I -2.411 1.041 0.154 0.435 -0.807 0.045
H -1.494 -1.265 2.148 0.852 0.218 -0.310
H 0.293 -1.394 1.897 0.934 -0.822 0.371
H -0.418 0.069 2.643 0.102 -0.440 -0.053
H -0.887 -1.995 -1.749 0.811 0.249 1.386
H -0.671 -2.459 -0.059 -0.885 -1.236 1.863
H 0.683 -2.418 -1.143 2.207 -1.025 -0.346
H -0.223 4.036 -1.174 -0.774 -0.669 0.804
H 0.024 2.231 -1.324 -0.651 -0.706 -1.237
H 1.306 3.333 -0.981 -0.531 -0.347 0.722
H 1.487 1.402 0.350 -1.411 1.116 0.204
```
Positions in Å, forces in eV/Å.

# 5
Density functional theory data (the ωB97M-V functional and the def2-TZVPD basis) for C27H21Cl2F9N2O3S2Sc as an isolated structure in a non-equilibrium geometry.

Values from the calculation:
LUMO	2.56	eV
net charge	-1

```
67
Properties=species:S:1:pos:R:3:forces:R:3
Sc -0.238 -0.106 -0.307 2.341 -0.818 1.548
C 1.149 3.275 -0.432 0.047 0.033 -0.006
N 0.958 2.252 0.616 -0.117 0.041 -0.212
C 2.265 1.728 1.010 0.144 -0.156 -0.078
C 2.907 0.962 -0.135 -0.177 0.218 0.103
N 2.158 -0.262 -0.493 0.411 -0.136 0.026
C 2.420 -0.575 -1.916 0.063 -0.030 -0.009
C 2.556 -1.360 0.390 0.019 -0.177 0.199
C 3.676 -2.125 0.082 0.067 0.051 -0.034
C 4.075 -3.183 0.881 0.055 -0.026 -0.038
C 3.346 -3.483 2.022 0.005 -0.010 0.057
C 2.244 -2.719 2.352 0.044 0.018 -0.085
C 1.819 -1.647 1.555 0.040 0.134 0.000
S 0.413 -0.734 2.068 -0.025 -0.111 0.406
C 0.129 2.680 1.698 -0.215 0.172 0.143
C 0.627 2.739 3.000 0.150 -0.039 0.037
C -0.158 3.127 4.073 -0.037 0.022 0.008
C -1.480 3.483 3.881 -0.036 -0.003 0.004
C -1.995 3.445 2.596 0.156 -0.045 0.084
C -1.222 3.052 1.507 -0.178 -0.018 -0.309
S -2.025 3.163 -0.085 0.037 -0.175 0.046
H 0.318 3.965 -0.446 -0.086 0.036 -0.026
H 1.208 2.813 -1.416 -0.037 0.004 0.008
H 2.068 3.844 -0.238 -0.014 -0.036 0.020
H 2.138 1.054 1.852 0.017 -0.013 0.011
H 2.942 2.548 1.299 -0.015 -0.005 0.019
H 3.931 0.701 0.155 0.038 0.001 -0.093
H 2.957 1.598 -1.020 0.033 -0.058 -0.019
H 3.480 -0.454 -2.170 -0.001 -0.012 0.022
H 1.831 0.093 -2.543 0.001 0.044 0.017
H 2.121 -1.598 -2.120 -0.036 -0.004 0.003
H 4.254 -1.903 -0.807 -0.044 0.009 -0.019
H 4.939 -3.774 0.602 0.001 0.012 0.006
H 3.636 -4.317 2.651 -0.014 0.008 0.002
H 1.659 -2.941 3.234 0.018 -0.032 0.006
H 1.654 2.467 3.202 -0.057 0.014 -0.038
H 0.282 3.154 5.062 -0.014 -0.018 0.004
H -2.104 3.786 4.712 0.012 -0.003 0.001
H -3.022 3.726 2.404 -0.012 -0.001 0.014
Cl -5.165 2.380 -4.917 -0.124 0.043 -0.085
C -3.735 1.916 -4.039 0.145 -0.039 0.012
C -2.553 1.703 -4.725 -0.056 -0.008 0.064
C -1.430 1.331 -4.010 0.042 -0.104 0.249
Cl 0.058 1.061 -4.857 0.141 0.006 -0.116
C -1.426 1.163 -2.612 -0.338 0.316 -0.474
O -0.325 0.850 -1.973 -0.271 0.818 -1.328
C -2.660 1.395 -1.956 0.277 -0.218 0.038
C -2.689 1.361 -0.450 -0.291 1.062 0.221
O -1.955 0.441 0.177 -1.624 0.230 0.261
C -3.790 1.764 -2.665 -0.019 -0.032 0.044
H -2.493 1.822 -5.797 -0.043 -0.008 -0.005
H -3.717 1.414 -0.071 0.019 -0.133 -0.121
H -4.716 1.946 -2.134 -0.007 -0.006 -0.013
F -2.832 -2.223 -1.252 0.022 -0.046 0.042
C -2.082 -3.224 -0.764 -0.083 0.142 0.089
F -2.694 -4.375 -1.097 0.132 0.008 0.042
F -2.099 -3.136 0.567 -0.032 0.104 -0.147
C -0.624 -3.094 -1.310 0.127 -0.047 -0.026
O -0.019 -1.986 -0.841 -0.709 -1.048 -0.700
C -0.675 -3.066 -2.879 -0.035 0.193 -0.098
F 0.551 -3.257 -3.400 -0.113 0.038 0.055
F -1.103 -1.874 -3.304 0.047 -0.089 0.040
F -1.482 -3.996 -3.419 0.069 0.079 0.068
C 0.193 -4.343 -0.876 0.111 -0.131 -0.026
F 0.062 -4.587 0.432 0.057 -0.002 -0.147
F 1.494 -4.159 -1.128 -0.184 -0.123 0.095
F -0.199 -5.457 -1.538 0.157 0.107 0.139
```
Positions in Å, forces in eV/Å.

# 6
Density functional theory data (the ωB97M-V functional and the def2-TZVPD basis) for C21H20FN5O2S in the gas phase in a non-equilibrium geometry.

Values from the calculation:
SMILES string	O=C(NC1CCCC1)[C@H](c1ccccn1)N(C(=O)c1csnn1)c1ccc(F)cc1
LUMO	0.14	eV

```
50
Properties=species:S:1:pos:R:3:forces:R:3
O -1.519 -0.194 1.605 0.176 0.143 0.389
C -1.872 -0.316 0.451 0.055 -0.182 -0.582
N -3.135 -0.200 0.020 -0.333 -0.167 -0.113
H -3.305 -0.170 -0.973 0.212 -0.032 0.009
C -4.189 0.340 0.856 0.102 0.001 0.267
C -4.456 1.815 0.506 0.058 0.011 -0.073
H -3.568 2.278 0.080 0.043 0.056 0.098
H -4.735 2.361 1.407 -0.035 0.051 0.058
C -5.637 1.766 -0.458 -0.090 0.060 0.210
H -6.155 2.721 -0.533 0.003 0.044 -0.121
H -5.300 1.481 -1.456 0.013 0.003 -0.119
C -6.514 0.668 0.138 -0.026 -0.038 -0.116
H -7.060 1.065 0.994 -0.069 0.034 0.016
H -7.238 0.274 -0.574 -0.101 -0.001 0.039
C -5.517 -0.399 0.601 -0.133 0.046 0.073
H -5.366 -1.147 -0.179 -0.004 -0.057 0.020
H -5.865 -0.918 1.492 0.014 -0.108 -0.012
H -3.836 0.228 1.884 -0.071 0.014 -0.152
C -0.854 -0.710 -0.648 -0.405 0.341 0.203
N 0.303 0.168 -0.485 -0.211 -0.153 -0.164
C 0.029 1.491 -0.525 0.113 -0.042 -0.252
O -1.101 1.919 -0.699 0.034 0.141 0.068
C 1.191 2.404 -0.408 -0.356 1.560 0.531
C 1.121 3.697 0.066 0.346 -0.165 -0.100
S 2.673 4.383 -0.034 -0.988 -0.351 0.124
N 3.288 2.983 -0.689 1.557 0.526 -0.205
N 2.434 2.078 -0.816 -0.070 -0.937 -0.555
H 0.267 4.217 0.445 -0.298 0.058 0.064
C 1.557 -0.363 -0.108 0.596 -0.276 0.310
C 2.073 -0.087 1.153 -0.177 -0.212 -0.249
C 3.289 -0.619 1.536 0.215 -0.114 -0.064
C 3.965 -1.436 0.647 -0.152 0.061 -0.010
C 3.462 -1.733 -0.607 0.120 -0.029 0.130
C 2.250 -1.189 -0.985 -0.021 0.212 0.231
H 1.839 -1.400 -1.960 -0.048 -0.010 -0.114
H 4.020 -2.375 -1.270 0.074 -0.070 -0.051
F 5.146 -1.970 1.020 -0.041 0.030 -0.023
H 3.710 -0.417 2.508 0.064 0.004 0.090
H 1.507 0.533 1.832 -0.079 0.039 0.067
C -0.516 -2.167 -0.505 -0.060 -0.191 0.143
N -0.690 -2.901 -1.596 -0.097 0.431 -0.274
C -0.410 -4.191 -1.539 0.110 -0.402 0.043
C 0.060 -4.819 -0.397 -0.017 0.077 0.002
C 0.221 -4.055 0.749 -0.040 0.074 -0.085
C -0.075 -2.704 0.701 -0.102 -0.184 -0.018
H 0.013 -2.076 1.573 0.023 0.071 0.048
H 0.570 -4.504 1.667 0.031 -0.027 0.070
H 0.286 -5.873 -0.402 0.010 -0.096 -0.026
H -0.570 -4.740 -2.458 0.019 -0.134 -0.022
H -1.280 -0.543 -1.644 0.034 -0.114 0.197
```
Positions in Å, forces in eV/Å.